(1)
Computed, not measured: a structure of composition C39H48CsN7O6SSi, with the ωB97M-V functional and the def2-TZVPD basis.

Values from the calculation:
E_HOMO	-2.029	eV
E	-3057.6775	Ha
max |F|	1.13	eV/Å
total charge	-2
LUMO energy	3.54	eV
ΔE to the lowest compared entry with this formula, charge and spin	1.4150	eV
orbital gap	5.6	eV

Positions of all 103 atoms, in Å:
Cs (0.43783, -1.88628, 0.37897)
C (-0.23501, -1.38661, 6.39576)
C (-0.01294, -1.38270, 5.00808)
N (-0.98461, -1.28850, 4.13193)
C (-2.24913, -1.21462, 4.56816)
C (-2.58622, -1.22769, 5.93880)
C (-1.52348, -1.30622, 6.85714)
C (-3.95735, -1.17021, 6.33812)
C (-4.94984, -1.11383, 5.41867)
C (-4.65347, -1.09724, 4.02117)
C (-5.64745, -1.04930, 3.02721)
C (-5.28264, -1.02773, 1.70470)
C (-3.91537, -1.04590, 1.38535)
N (-2.97102, -1.09698, 2.29427)
C (-3.31150, -1.13057, 3.58562)
H (0.59866, -1.45166, 7.08211)
H (0.98946, -1.44563, 4.59615)
H (-1.74346, -1.30771, 7.91930)
H (-4.18783, -1.18334, 7.39778)
H (-5.98907, -1.08392, 5.72708)
H (-6.69067, -1.03311, 3.32342)
H (-6.02762, -0.99462, 0.92073)
H (-3.58480, -1.00844, 0.35184)
S (5.82819, 0.22984, 2.33259)
C (5.83647, -1.09147, 1.24371)
C (4.59941, -1.61909, 1.02164)
C (3.52747, -0.98210, 1.72506)
C (3.99090, 0.03395, 2.48624)
C (3.29818, 0.97263, 3.34655)
C (3.97158, 1.99901, 4.04404)
C (3.25583, 2.89689, 4.80654)
C (1.87249, 2.77759, 4.88515)
C (1.28656, 1.72631, 4.19458)
N (1.95924, 0.85441, 3.45786)
H (6.78080, -1.40643, 0.81666)
H (4.46458, -2.46825, 0.35951)
H (5.04872, 2.07137, 3.97098)
H (3.77015, 3.68883, 5.34048)
H (1.27593, 3.47069, 5.46520)
H (0.20981, 1.57665, 4.22467)
C (0.25647, 4.91100, 1.68758)
N (1.22314, 3.84816, 1.53603)
C (2.61553, 4.20955, 1.52111)
C (0.80458, 2.56521, 1.36898)
O (-0.35463, 2.20140, 1.39189)
H (0.42824, 5.69076, 0.93958)
H (0.32600, 5.36095, 2.68363)
H (-0.73263, 4.48087, 1.55336)
H (2.88641, 4.73384, 2.44268)
H (2.83940, 4.86463, 0.67187)
H (3.22889, 3.31163, 1.44667)
H (1.64147, 1.86648, 1.21266)
C (-3.89931, -0.88942, -4.32971)
C (-2.41290, -1.08078, -4.64524)
C (-2.00085, -2.50687, -4.26362)
C (-2.17561, -0.85493, -6.14626)
O (-1.71940, -0.09497, -3.89957)
Si (-0.14708, -0.17590, -3.31708)
O (0.04482, -1.05334, -2.04947)
O (0.70004, -0.63722, -4.69218)
C (2.10477, -0.63863, -4.87077)
C (2.43295, -1.84072, -5.76222)
C (2.51291, 0.65828, -5.58524)
C (2.87986, -0.75408, -3.55431)
O (0.31907, 1.41936, -3.12372)
C (-0.45132, 2.58582, -2.90201)
C (0.52472, 3.62407, -2.34049)
C (-1.04572, 3.08649, -4.22734)
C (-1.58070, 2.34380, -1.89456)
H (-4.51331, -1.58078, -4.91151)
H (-4.20113, 0.13521, -4.55847)
H (-4.07137, -1.06786, -3.26627)
H (-2.64597, -3.23664, -4.75682)
H (-2.06274, -2.63012, -3.18199)
H (-0.96510, -2.68116, -4.55568)
H (-2.63217, -1.65021, -6.74118)
H (-1.10112, -0.84235, -6.31936)
H (-2.59514, 0.10571, -6.45639)
H (1.88666, -1.76155, -6.70512)
H (2.12265, -2.75771, -5.25843)
H (3.50393, -1.89036, -5.97103)
H (2.05890, 0.70307, -6.57840)
H (3.59870, 0.72211, -5.68797)
H (2.15712, 1.50231, -4.99324)
H (2.58373, -1.66264, -3.03041)
H (2.63617, 0.09285, -2.91164)
H (3.95537, -0.77240, -3.73802)
H (1.33908, 3.78392, -3.05078)
H (0.94685, 3.23938, -1.41066)
H (0.02839, 4.57845, -2.14594)
H (-0.25244, 3.31981, -4.94219)
H (-1.65889, 3.97720, -4.06718)
H (-1.66421, 2.29190, -4.64141)
H (-1.17271, 2.02237, -0.93738)
H (-2.22952, 1.55318, -2.27145)
H (-2.16926, 3.25229, -1.74598)
O (-0.22959, -4.54783, 2.03719)
N (0.00977, -5.61588, 2.62252)
C (0.45086, -6.63802, 1.88567)
C (0.66268, -6.61001, 0.47667)
N (0.83172, -6.58643, -0.66459)
C (0.71224, -7.87500, 2.52965)
N (0.93197, -8.90625, 3.00176)

(2)
Computed, not measured: a structure of composition C39H49BiN12O3PSSiTe, with the ωB97M-V functional and the def2-TZVPD basis.

Values from the calculation:
E_HOMO	-3.131	eV
E	-3910.0377	Ha
max |F|	2.15	eV/Å
total charge	-1
LUMO energy	2.02	eV
ΔE to the lowest compared entry with this formula, charge and spin	0.7238	eV
orbital gap	5.1	eV

Positions of all 108 atoms, in Å:
Bi (0.95637, 0.84254, 0.21574)
N (0.66139, -4.30424, 1.23513)
C (1.34350, -3.23634, 0.72094)
N (1.42685, -2.05151, 1.22461)
C (0.75415, -1.80086, 2.42293)
N (0.76815, -0.63660, 2.96748)
N (1.38572, 0.41738, 2.37348)
C (1.39491, 1.49908, 3.26444)
C (1.70103, 2.78018, 3.07915)
C (1.35297, 3.69934, 4.13826)
C (1.25921, 5.04070, 3.95611)
C (1.57546, 5.53712, 2.60579)
C (2.07785, 4.71775, 1.68144)
N (2.29027, 3.37547, 1.90205)
C (0.01669, -2.89587, 3.08384)
C (-0.64036, -2.79391, 4.29290)
C (-1.33087, -3.87811, 4.87203)
C (-1.29792, -5.10252, 4.25307)
C (-0.60376, -5.26881, 3.05206)
C (-0.01407, -4.16406, 2.45869)
H (0.79502, -5.18464, 0.73363)
H (1.88207, -3.44476, -0.21146)
H (0.98641, 1.26476, 4.24343)
H (1.14294, 3.26737, 5.10725)
H (0.97478, 5.72737, 4.74912)
H (1.36775, 6.61659, 2.40812)
H (2.36735, 5.03173, 0.70283)
H (-0.60864, -1.84551, 4.80440)
H (-1.92448, -3.73162, 5.77531)
H (-1.82587, -5.94511, 4.64689)
H (-0.55505, -6.22521, 2.55635)
C (-4.08747, 0.27962, -0.48168)
C (-2.68643, 0.41405, -0.50156)
N (-1.92108, 0.05141, 0.51092)
C (-2.54220, -0.44045, 1.58966)
C (-3.91464, -0.71045, 1.66511)
C (-4.69641, -0.31161, 0.60280)
C (-4.50171, -1.42233, 2.80502)
C (-4.74389, -2.72448, 2.86307)
C (-4.30595, -3.80864, 1.93971)
C (-3.76222, -3.63730, 0.69120)
C (-3.38070, -4.77219, -0.01772)
N (-3.56738, -5.98581, 0.50296)
C (-4.18660, -6.04865, 1.69274)
N (-4.58969, -5.03054, 2.42221)
H (-4.70899, 0.55186, -1.32314)
H (-2.15938, 0.83289, -1.33123)
H (-1.88161, -0.62979, 2.45742)
H (-5.75468, -0.43333, 0.59767)
H (-4.85298, -0.84549, 3.61856)
H (-5.29444, -3.14271, 3.71941)
H (-3.57821, -2.67138, 0.26905)
H (-2.84391, -4.70266, -0.92555)
H (-4.40405, -7.01719, 2.10571)
C (4.31919, -2.24431, -2.07765)
C (4.06562, -3.35708, -3.06012)
C (4.03910, -4.70074, -2.34658)
C (2.84998, -3.05733, -3.88830)
N (1.63788, -2.80755, -3.11722)
C (0.95452, -1.67561, -2.88081)
N (-0.14526, -1.96228, -2.21948)
N (-0.12328, -3.30139, -2.07054)
N (0.91058, -3.83168, -2.59953)
H (5.28432, -2.34625, -1.55085)
H (3.57259, -2.22005, -1.32589)
H (4.28933, -1.22657, -2.58854)
H (4.89429, -3.39969, -3.80065)
H (3.30020, -4.67708, -1.55758)
H (4.98853, -4.88288, -1.85068)
H (3.71623, -5.51521, -2.96954)
H (2.62681, -3.86653, -4.53815)
H (3.00736, -2.20693, -4.52819)
H (1.37118, -0.69615, -3.13685)
C (-4.14366, 3.63725, 1.99526)
Si (-2.60757, 4.51744, 1.49088)
C (-2.18738, 5.77438, 2.81141)
C (-2.86326, 5.33601, -0.14324)
C (-1.27927, 3.30073, 1.31987)
C (-0.44048, 2.47064, 0.97488)
H (-4.89866, 4.39520, 2.19989)
H (-3.98118, 3.05521, 2.88447)
H (-4.41584, 2.97397, 1.20021)
H (-3.01910, 6.43876, 2.92431)
H (-1.29345, 6.33442, 2.49547)
H (-1.96726, 5.25974, 3.74366)
H (-3.64088, 6.12157, -0.11732)
H (-3.17908, 4.57361, -0.84980)
H (-1.95035, 5.76651, -0.56243)
S (2.93563, 2.49924, 0.59376)
C (4.56598, 1.67145, -4.08720)
C (4.11842, 2.16505, -2.72167)
O (3.14112, 3.15752, -2.83538)
P (1.58732, 2.76419, -3.14255)
O (1.33867, 1.41158, -2.48658)
Te (0.23339, 4.66398, -2.64519)
O (1.53187, 2.41038, -4.73881)
C (1.69777, 3.54070, -5.59897)
C (1.85968, 3.00338, -7.00094)
H (5.44537, 1.02827, -3.91391)
H (4.90734, 2.50374, -4.73207)
H (3.82141, 1.09830, -4.60800)
H (4.95133, 2.66332, -2.18265)
H (3.77129, 1.32350, -2.09338)
H (2.58720, 4.08649, -5.29650)
H (0.82014, 4.21867, -5.47724)
H (2.76464, 2.38505, -7.13913)
H (1.94066, 3.88052, -7.67432)
H (0.97377, 2.44202, -7.26800)

The highest orbital gap belongs to which entry? C39H48CsN7O6SSi